This record from the Open Molecules 2025 dataset describes C3H7ClS as an isolated structure. The level of theory is ωB97M-V with the def2-TZVPD basis set.

The value obtained for the HOMO-LUMO gap is 0.3648 Eh. The LUMO energy is 0.8 eV.

Geometry as ORCA input:
```
! RIJCOSX wB97M-V def2-TZVPD def2/J DEFGRID3
* xyz 0 1
C 1.138 0.754 0.525
C 0.059 -0.364 0.401
C -1.023 0.070 -0.519
H 2.093 0.548 1.214
H 0.581 1.655 1.279
H 1.326 1.473 -0.278
H -0.654 -0.618 1.158
H -1.578 0.700 0.309
H -0.723 1.165 -1.283
H -0.473 -2.229 -1.384
S -1.769 -1.503 -1.224
Cl 1.023 -1.652 -0.199
*
```

This record from the Open Molecules 2025 dataset describes a 2-piece molecular cluster, C3H7F3O overall. The level of theory is ωB97M-V with the def2-TZVPD basis set.

Its structure (SMILES) is CCC(F)(F)F.O. The value obtained for the HOMO-LUMO gap is 0.4107 Eh. The LUMO energy is 0.6 eV.

Geometry as ORCA input:
```
! RIJCOSX wB97M-V def2-TZVPD def2/J DEFGRID3
* xyz 0 1
F 2.814 0.849 -0.941
F 0.830 0.810 -1.904
F 1.253 1.911 0.009
C -0.459 -0.320 0.277
C 1.512 0.880 -0.767
C 1.018 -0.358 -0.001
H -1.023 -0.196 -0.662
H -0.659 0.549 0.926
H -0.819 -1.230 0.786
H 1.515 -0.373 0.988
H 1.351 -1.255 -0.558
O -2.616 -0.066 0.551
H -2.504 -0.533 1.410
H -2.213 -0.669 -0.114
*
```

This record from the Open Molecules 2025 dataset describes one molecule with the formula C3H7FN2O. The level of theory is ωB97M-V with the def2-TZVPD basis set.

Its structure (SMILES) is N/N=C(/CO)CF. The value obtained for the HOMO-LUMO gap is 0.3751 Eh. The LUMO energy is 0.9 eV.

Geometry as ORCA input:
```
! RIJCOSX wB97M-V def2-TZVPD def2/J DEFGRID3
* xyz 0 1
C -0.027 0.146 -0.027
C 0.696 -0.670 -1.089
C -0.755 -0.715 0.999
H -1.362 1.640 1.350
H -0.396 2.918 1.087
H 0.020 -1.487 -1.378
H 1.573 -1.116 -0.612
H 1.279 0.975 -1.787
H -1.852 -0.536 1.079
H -0.325 -0.563 1.989
N -0.384 1.924 1.244
N 0.179 1.398 0.136
O 1.067 0.103 -2.158
F -0.613 -2.052 0.731
*
```

This record from the Open Molecules 2025 dataset describes C3H7FO2Yb as an isolated structure. The level of theory is ωB97M-V with the def2-TZVPD basis set.

The value obtained for the HOMO-LUMO gap (spin up / spin down) is 0.2472 / 0.2343 Eh. The LUMO energy (spin up / spin down) is -0.4 / -2.2 eV.

Geometry as ORCA input:
```
! RIJCOSX wB97M-V def2-TZVPD def2/J DEFGRID3
* xyz 0 3
Yb 2.339 0.573 -0.188
O 1.845 -1.227 0.733
C 0.544 -1.466 1.143
C -0.462 -0.939 0.127
O -0.079 0.400 -0.189
C -0.969 1.074 -1.063
H 0.324 -0.982 2.119
H 0.332 -2.546 1.279
H -1.488 -0.942 0.529
H -0.439 -1.538 -0.800
H -0.594 2.098 -1.205
H -1.026 0.549 -2.030
H -1.973 1.112 -0.614
F 1.648 3.832 0.161
*
```

This record from the Open Molecules 2025 dataset describes a 2-piece molecular cluster, C3H7FO3 overall. The level of theory is ωB97M-V with the def2-TZVPD basis set.

The value obtained for the HOMO-LUMO gap is 0.3248 Eh. The LUMO energy is 0.6 eV.

Geometry as ORCA input:
```
! RIJCOSX wB97M-V def2-TZVPD def2/J DEFGRID3
* xyz 0 1
C -0.503 0.240 1.433
C -0.800 -0.445 0.056
C 1.174 -0.517 -0.798
O -1.523 0.120 -0.908
O 2.079 0.001 0.032
O 0.858 0.236 -1.905
F -1.670 0.757 2.086
H -0.031 -0.604 2.082
H 0.160 1.043 1.352
H -1.038 -1.560 0.214
H 1.235 -1.531 -0.874
H -1.950 0.931 -0.732
H 2.159 0.970 -0.235
H -0.149 0.360 -1.804
*
```

This record from the Open Molecules 2025 dataset describes a 2-piece molecular cluster, C3H7IN2O overall. The level of theory is ωB97M-V with the def2-TZVPD basis set.

The value obtained for the HOMO-LUMO gap (spin up / spin down) is 0.2993 / 0.3031 Eh. The LUMO energy (spin up / spin down) is 0.4 / -0.5 eV.

Geometry as ORCA input:
```
! RIJCOSX wB97M-V def2-TZVPD def2/J DEFGRID3
* xyz 0 1
C -1.042 1.012 0.045
C 1.319 -0.576 1.642
C -0.325 0.612 -2.167
N -0.857 0.337 -1.085
N 0.015 -1.827 0.205
O -0.021 -0.882 1.177
I -0.436 2.531 -3.133
H -1.747 0.565 0.750
H -0.736 2.058 -0.001
H 1.785 -1.494 2.024
H 1.108 0.020 2.500
H 1.843 -0.104 0.732
H 0.075 -0.193 -2.861
H -0.983 -2.059 0.172
*
```

This record from the Open Molecules 2025 dataset describes C3H7INO as an isolated structure. The level of theory is ωB97M-V with the def2-TZVPD basis set.

The value obtained for the HOMO-LUMO gap is 0.3866 Eh. The LUMO energy is -4.0 eV.

Geometry as ORCA input:
```
! RIJCOSX wB97M-V def2-TZVPD def2/J DEFGRID3
* xyz 1 1
C -0.388 -0.693 -0.798
C 1.087 -0.575 -0.452
C 0.205 1.022 1.010
N -1.072 -0.186 0.402
O 1.174 0.119 0.822
I -0.059 2.567 -0.315
H -0.684 0.006 -1.570
H -0.687 -1.820 -1.044
H 1.634 -1.440 -0.316
H 1.663 0.005 -1.216
H 0.008 1.332 2.110
H -1.787 0.475 0.217
H -1.094 -0.813 1.152
*
```

This record from the Open Molecules 2025 dataset describes a 2-piece molecular cluster, C3H7INO overall. The level of theory is ωB97M-V with the def2-TZVPD basis set.

The value obtained for the HOMO-LUMO gap is 0.3334 Eh. The LUMO energy is -4.5 eV.

Geometry as ORCA input:
```
! RIJCOSX wB97M-V def2-TZVPD def2/J DEFGRID3
* xyz 1 1
C -0.968 0.988 0.557
C -1.681 -1.382 -1.261
C 1.468 0.176 0.662
N 0.365 1.220 0.445
O -1.065 -0.383 -0.973
I -1.285 -2.187 -3.129
H -1.141 0.177 1.269
H -2.387 -1.700 -0.494
H 1.446 -0.202 1.694
H 1.436 -0.702 0.065
H 2.465 0.524 0.465
H 0.671 1.576 -0.488
H 0.676 1.894 1.189
*
```